1.
# C17H58F2N9O16S2

A structure of composition C17H58F2N9O16S2 in a non-equilibrium geometry (ωB97M-V/def2-TZVPD, OMol25).

For the maximum force, the calculation gives 8.23 eV Å⁻¹. The highest occupied orbital energy comes out at -6.601 eV. For the molar mass, the calculation gives 746.83 u. The total charge is -1. Its gap between HOMO and LUMO is 8.2 eV.

Atoms and positions in Å:
1 N 1.519 -2.346 -0.846
2 S 0.141 -2.947 -1.265
3 O -0.297 -2.615 -2.605
4 O -0.851 -2.887 -0.223
5 F 0.464 -4.465 -1.375
6 S 1.727 -0.802 -0.519
7 O 2.782 -0.196 -1.240
8 O 1.702 -0.490 0.894
9 F 0.453 -0.094 -1.129
10 C -3.385 -5.144 -2.829
11 C -3.154 -5.175 -1.326
12 O -3.921 -4.096 -0.772
13 H -3.393 -4.125 -3.239
14 H -4.292 -5.569 -3.101
15 H -2.555 -5.544 -3.371
16 H -2.135 -4.931 -1.083
17 H -3.321 -6.135 -0.778
18 H -3.571 -3.837 0.102
19 C 0.995 1.480 4.058
20 C -0.341 2.164 4.468
21 O -1.075 2.630 3.337
22 H 0.714 0.576 3.515
23 H 1.724 1.276 4.913
24 H 1.531 2.175 3.397
25 H -0.285 3.069 5.092
26 H -1.002 1.442 4.990
27 H -0.549 3.308 2.931
28 C -1.387 -0.265 1.847
29 C -2.362 -0.361 0.679
30 O -3.321 0.685 0.596
31 H -0.556 0.549 1.838
32 H -0.798 -1.107 1.967
33 H -1.928 -0.187 2.774
34 H -2.780 -1.332 0.555
35 H -1.789 -0.262 -0.270
36 H -2.863 1.487 0.361
37 C 4.413 0.828 3.049
38 C 4.793 2.298 3.145
39 O 4.133 2.736 4.302
40 H 5.067 0.200 2.411
41 H 3.456 0.685 2.573
42 H 4.361 0.295 4.055
43 H 4.438 2.856 2.333
44 H 5.897 2.504 3.283
45 H 4.776 3.361 4.636
46 C -2.468 4.098 -0.449
47 C -1.367 3.131 -0.262
48 O -1.455 1.933 -0.999
49 H -2.271 4.999 0.115
50 H -3.453 3.844 -0.171
51 H -2.661 4.455 -1.512
52 H -1.457 2.903 0.784
53 H -0.373 3.553 -0.473
54 H -0.867 2.083 -1.775
55 C -0.592 3.226 -3.770
56 O -0.441 4.530 -3.376
57 N 0.125 2.232 -3.195
58 N -1.406 2.782 -4.692
59 H 0.946 2.468 -2.704
60 H 0.053 1.248 -3.487
61 H -1.927 3.555 -5.289
62 H -1.408 1.856 -5.122
63 C 3.319 3.186 -2.958
64 O 4.201 2.514 -3.800
65 N 2.530 2.572 -2.127
66 N 3.180 4.429 -2.750
67 H 2.803 1.586 -2.028
68 H 2.227 3.090 -1.232
69 H 3.871 5.022 -3.223
70 H 2.513 4.938 -2.128
71 C -1.883 -5.122 2.027
72 O -1.093 -5.887 1.173
73 N -2.448 -5.603 3.083
74 N -2.178 -3.886 1.816
75 H -2.305 -6.541 3.422
76 H -2.836 -4.929 3.757
77 H -1.541 -3.434 1.104
78 H -2.633 -3.214 2.510
79 C 1.620 -3.120 3.285
80 O 1.638 -3.990 4.369
81 N 1.211 -3.513 2.155
82 N 1.857 -1.840 3.269
83 H 0.850 -4.461 2.109
84 H 1.123 -2.970 1.230
85 H 2.178 -1.380 4.105
86 H 1.802 -1.285 2.408
87 C 1.266 -0.424 -4.272
88 O -0.133 -0.442 -3.994
89 H 1.745 -0.102 -3.372
90 H 1.403 0.246 -5.073
91 H 1.592 -1.378 -4.630
92 H -0.396 -1.127 -3.360
93 C 1.777 2.588 0.681
94 O 2.325 3.811 0.148
95 H 1.268 1.997 -0.088
96 H 1.121 2.875 1.483
97 H 2.512 2.014 1.090
98 H 2.628 4.316 0.863
99 C -3.038 -1.178 -2.808
100 O -4.215 -0.381 -2.546
101 H -2.988 -2.096 -2.259
102 H -2.137 -0.555 -2.506
103 H -2.843 -1.401 -3.865
104 H -4.036 0.504 -2.850

2.
# C4H13N2O2

A cluster of 2 separate species, C4H13N2O2 in total in a non-equilibrium geometry (ωB97M-V/def2-TZVPD, OMol25).

For the maximum force, the calculation gives 1.49 eV Å⁻¹. The highest occupied orbital energy comes out at -3.245 eV. For the molar mass, the calculation gives 121.16 u. The total charge is -1. For the relative energy (zero: lowest compared OMol25 entry of this formula, charge and spin), the calculation gives 16.9 kcal per mole. Its gap between HOMO and LUMO is 7.1 eV.

Atoms and positions in Å:
1 N 2.066 -2.815 -0.701
2 C 0.647 -2.413 -0.875
3 C 0.292 -1.006 -0.426
4 N 0.443 -0.848 1.033
5 C -0.351 0.273 1.548
6 C 0.005 1.650 1.048
7 O -0.260 1.897 -0.268
8 H 2.521 -2.217 -0.022
9 H 2.585 -2.666 -1.557
10 H 0.366 -2.616 -1.922
11 H 0.063 -3.127 -0.283
12 H -0.734 -0.840 -0.719
13 H 0.806 -0.209 -0.994
14 H 1.398 -0.538 1.176
15 H -0.210 0.314 2.645
16 H -1.407 0.067 1.360
17 H -0.609 2.317 1.707
18 H 1.077 1.834 1.304
19 H -3.073 2.119 -1.303
20 H -1.596 2.465 -0.839
21 O -2.508 2.876 -1.135

3.
# C8H27N9NaO9S

A structure of composition C8H27N9NaO9S in a non-equilibrium geometry (ωB97M-V/def2-TZVPD, OMol25).

For the maximum force, the calculation gives 6.70 eV Å⁻¹. The highest occupied orbital energy comes out at -2.710 eV. For the molar mass, the calculation gives 448.41 u. The total charge is -1. Its gap between HOMO and LUMO is 3.5 eV.

Atoms and positions in Å:
1 Na 0.983 0.744 0.278
2 S 1.306 4.818 1.786
3 O 1.952 4.243 2.933
4 O 0.868 6.194 1.976
5 O 2.061 4.603 0.579
6 O 0.082 4.071 1.549
7 C -0.952 -3.713 -3.573
8 C -1.978 -3.605 -2.462
9 C -2.174 -4.879 -1.627
10 O -3.107 -5.754 -2.281
11 C -3.309 -6.803 -1.548
12 N -1.672 -2.422 -1.654
13 H 0.047 -3.945 -3.203
14 H -0.793 -2.728 -4.011
15 H -1.249 -4.511 -4.253
16 H -3.004 -3.497 -2.815
17 H -2.614 -4.474 -0.716
18 H -1.215 -5.351 -1.414
19 H -2.443 -7.463 -1.581
20 H -4.043 -7.426 -2.059
21 H -3.589 -6.631 -0.508
22 H -1.861 -1.688 -2.322
23 H -2.362 -2.392 -0.917
24 C 6.640 -1.237 0.714
25 O 5.557 -1.045 0.197
26 N 6.743 -1.753 1.864
27 N 7.805 -0.779 0.305
28 H 5.901 -2.173 2.232
29 H 7.659 -2.119 2.085
30 H 8.562 -1.117 0.882
31 H 8.069 -0.273 -0.528
32 C 0.646 -0.344 5.110
33 O -0.171 -0.382 4.194
34 N 0.995 -1.449 5.706
35 N 1.218 0.749 5.522
36 H 1.544 -1.569 6.545
37 H 0.657 -2.346 5.390
38 H 1.865 0.677 6.293
39 H 1.381 1.555 4.936
40 C -5.063 4.288 0.296
41 O -6.284 4.169 0.339
42 N -4.433 5.378 0.582
43 N -4.180 3.228 0.179
44 H -3.436 5.313 0.733
45 H -5.088 6.051 0.953
46 H -4.592 2.307 0.209
47 H -3.204 3.383 0.391
48 C -0.259 3.774 -3.833
49 O -0.634 3.542 -4.983
50 N -0.890 4.522 -2.992
51 N 0.853 3.360 -3.323
52 H -1.292 5.324 -3.456
53 H -0.282 4.789 -2.231
54 H 1.537 2.964 -3.952
55 H 1.241 3.823 -2.513

4.
# C4H5N

An isolated molecule of C4H5N in a non-equilibrium geometry (ωB97M-V/def2-TZVPD, OMol25).

For the maximum force, the calculation gives 5.36 eV Å⁻¹. The highest occupied orbital energy comes out at -9.095 eV. For the molar mass, the calculation gives 67.09 u. For the relative energy (zero: lowest compared OMol25 entry of this formula, charge and spin), the calculation gives 68.0 kcal per mole. Its gap between HOMO and LUMO is 10.0 eV.

Atoms and positions in Å:
1 H -0.743 -2.495 0.768
2 N -1.151 -1.799 0.162
3 C -0.504 -0.730 -0.017
4 C -0.754 0.506 -0.737
5 C 0.424 1.120 -0.513
6 C 1.017 0.237 0.513
7 H -1.775 0.744 -1.181
8 H 0.683 2.029 -0.968
9 H 1.924 -0.137 0.439
10 H 0.880 0.525 1.535